Below is 4 unconnected molecules or ions with the total composition C12H31BNO7 at a distorted geometry, with properties calculated with the ωB97M-V functional and the def2-TZVPD basis.

CARTESIAN COORDINATES (ANGSTROEM)
C -2.87466 -2.93983 -0.61814
C -3.05385 -1.33021 -0.69600
O -2.53997 -0.88576 -2.00261
B -1.79623 0.35813 -1.82018
O -2.54991 1.52796 -1.36250
N -0.33077 0.36349 -2.05933
C 0.39539 -0.69659 -1.29170
C 1.67936 -0.12758 -0.48668
C 1.35197 1.09469 0.49493
C 0.68015 0.68787 1.89777
C 1.01979 -0.78732 2.41325
C -0.92390 1.00120 1.90655
C 1.01745 -1.72358 -2.40209
O 0.22558 -2.06899 -3.36482
O 2.30506 -2.21567 -2.33098
H -3.24883 -3.43714 -1.58673
H -3.38693 -3.37461 0.32113
H -1.75487 -3.19607 -0.48997
H -4.15948 -1.01347 -0.57712
H -2.38228 -0.82660 0.10126
H -1.89500 2.24767 -1.21016
H 0.09068 1.29397 -1.93432
H -0.26545 -1.33960 -0.62074
H 2.38036 0.29287 -1.30614
H 2.24386 -0.99285 -0.01212
H 0.69042 1.90090 0.01767
H 2.35515 1.61265 0.73106
H 1.11753 1.41461 2.68656
H 0.72506 -1.62669 1.69917
H 2.11726 -0.89893 2.75081
H 0.40022 -0.96099 3.37801
H -1.52940 0.04013 2.01804
H -1.15340 1.68475 2.80794
H -1.21275 1.61075 0.96973
C -4.41663 2.15148 2.80384
O -3.43306 1.40966 3.50984
H -4.32589 1.93143 1.73969
H -5.41371 1.86441 3.14856
H -4.25949 3.22117 2.96638
H -3.53375 1.62113 4.44647
C 1.85395 0.50965 -5.53351
O 0.76065 -0.38683 -5.55480
H 1.81072 1.14080 -6.42374
H 1.79734 1.14010 -4.64066
H 2.79255 -0.05202 -5.53414
H 0.82486 -0.93601 -4.75041
C 5.12192 0.22750 2.82363
O 4.26278 -0.36519 1.86328
H 4.98839 1.30935 2.79456
H 4.87002 -0.14095 3.82210
H 6.16179 -0.01461 2.58830
H 4.39996 -1.32020 1.90905

E   -29446.4654 eV
Spin multiplicity   1
E_LUMO   2.361 eV
Net charge   -1
E_HOMO   -4.17 eV